Entry 1:
The following is a quantum chemistry calculation of C42H46ClN3OPbS as an isolated structure in a non-equilibrium geometry, from OMol25.

Last column: Löwdin charge in e.
Element x y z (Å)
1 Pb -1.37 0.12 -1.42  1.236
2 C -1.06 3.82 1.27  -0.065
3 C -0.81 2.98 2.51  -0.337
4 C -0.47 3.90 3.77  -0.070
5 C -1.92 2.00 2.80  -0.155
6 C -2.98 2.37 3.64  -0.063
7 C -4.10 1.58 3.82  -0.111
8 C -4.12 0.31 3.28  -0.066
9 C -3.02 -0.16 2.53  -0.147
10 C -3.07 -1.61 2.09  -0.370
11 C -4.32 -1.70 1.18  -0.072
12 C -3.17 -2.55 3.30  -0.072
13 C -1.95 0.74 2.23  -0.198
14 N -1.05 0.34 1.22  -0.021
15 C 0.10 -0.26 1.50  -0.251
16 C 1.14 -0.43 0.49  -0.239
17 N 0.93 -0.32 -0.85  -0.117
18 C 2.03 0.05 -1.62  -0.211
19 C 2.56 1.38 -1.62  -0.123
20 C 3.60 1.67 -2.49  -0.073
21 C 4.17 0.73 -3.37  -0.103
22 C 3.62 -0.50 -3.36  -0.101
23 C 2.59 -0.89 -2.53  -0.151
24 C 1.99 -2.28 -2.73  -0.352
25 C 2.77 -3.36 -1.94  -0.068
26 C 1.96 -2.67 -4.25  -0.085
27 C 2.10 2.53 -0.66  -0.325
28 C 3.15 2.78 0.48  -0.053
29 C 1.95 3.84 -1.50  -0.085
30 C 2.37 -0.85 1.19  -0.067
31 C 3.69 -1.09 0.88  -0.071
32 C 4.60 -1.45 1.88  -0.120
33 C 4.23 -1.69 3.20  -0.068
34 C 2.85 -1.53 3.59  -0.182
35 C 2.20 -1.81 4.84  -0.065
36 C 0.91 -1.44 5.07  -0.095
37 C 0.11 -0.85 4.04  -0.018
38 C 0.64 -0.66 2.80  -0.097
39 C 2.00 -1.04 2.62  -0.085
40 H -0.17 4.38 1.02  0.054
41 H -1.83 4.60 1.33  0.077
42 H -1.36 3.22 0.39  0.077
43 H 0.12 2.42 2.42  0.123
44 H -1.12 4.76 3.74  0.054
45 H 0.59 4.25 3.62  0.080
46 H -0.50 3.41 4.71  0.052
47 H -2.97 3.32 4.15  0.095
48 H -4.91 1.90 4.47  0.084
49 H -4.96 -0.33 3.50  0.093
50 H -2.19 -1.91 1.44  0.147
51 H -5.26 -1.37 1.65  0.071
52 H -4.34 -2.74 0.88  0.067
53 H -4.11 -1.04 0.31  0.075
54 H -4.06 -2.30 3.93  0.074
55 H -2.32 -2.38 4.01  0.072
56 H -3.21 -3.59 3.02  0.059
57 H 4.10 2.59 -2.45  0.074
58 H 5.09 0.93 -3.91  0.083
59 H 3.98 -1.34 -3.98  0.098
60 H 0.98 -2.28 -2.39  0.077
61 H 3.84 -3.29 -2.24  0.074
62 H 2.37 -4.41 -2.14  0.089
63 H 2.82 -3.12 -0.86  0.061
64 H 2.93 -2.86 -4.65  0.036
65 H 1.53 -1.78 -4.84  0.095
66 H 1.24 -3.45 -4.50  0.065
67 H 1.10 2.15 -0.33  0.117
68 H 4.13 3.01 0.11  0.058
69 H 3.28 1.94 1.17  0.065
70 H 2.80 3.68 1.01  0.063
71 H 2.93 4.20 -1.86  0.065
72 H 1.46 4.63 -0.91  0.058
73 H 1.32 3.54 -2.35  0.077
74 H 4.04 -1.12 -0.17  0.105
75 H 5.64 -1.64 1.53  0.096
76 H 4.92 -2.11 3.88  0.066
77 H 2.70 -2.40 5.58  0.081
78 H 0.51 -1.60 6.06  0.083
79 H -0.91 -0.52 4.17  0.093
80 O -0.67 -0.43 -3.62  -0.342
81 N -1.58 -1.05 -4.33  -0.224
82 C -1.83 -0.58 -5.63  -0.006
83 C -2.78 -1.25 -6.42  -0.093
84 C -3.45 -2.39 -5.88  -0.112
85 C -3.04 -2.91 -4.69  -0.130
86 C -2.22 -2.16 -3.83  -0.678
87 S -2.12 -2.53 -2.13  0.503
88 H -1.43 0.42 -5.88  0.129
89 H -2.91 -0.97 -7.50  0.100
90 H -4.25 -2.87 -6.46  0.096
91 H -3.38 -3.86 -4.24  0.100
92 Cl -4.94 0.89 -2.34  0.301
93 C -3.49 1.67 -1.87  -0.925
94 H -3.70 2.25 -0.93  -0.056
95 H -3.20 2.36 -2.66  -0.077

Values from the calculation:
- Charge: -2
- Energy relative to the best compared isomer or geometry (same formula, charge and spin): 20.4 kcal/mol
- HOMO level (spin up / spin down): 0.283 / 0.288 eV
- Gap between HOMO and LUMO (spin up / spin down): 4.1 / 4.1 eV
- Spin multiplicity: 1
- E: -79421.1189 eV
- Lowest unoccupied orbital energy (spin up / spin down): 4.430 / 4.430 eV



Entry 2:
The following is a quantum chemistry calculation of C23H25N6O4OsS2 as an isolated structure in a non-equilibrium geometry, from OMol25.

Last column: Mulliken spin population.
Element x y z (Å)
1 Os -0.01 1.15 -1.49  2.739
2 C -4.68 1.85 3.45  -0.001
3 C -3.50 1.49 2.62  0.027
4 C -2.26 1.88 3.11  -0.016
5 C -1.13 1.62 2.40  0.056
6 C -1.17 0.90 1.23  0.041
7 N 0.01 0.65 0.47  0.335
8 C 1.09 0.09 1.15  -0.058
9 C 0.96 -0.83 2.22  0.067
10 C 2.07 -1.50 2.67  -0.029
11 C 3.32 -1.38 2.04  0.058
12 C 4.39 -2.38 2.44  -0.003
13 C 3.47 -0.37 1.10  -0.027
14 C 2.37 0.35 0.65  0.047
15 N 2.63 1.50 -0.15  -0.013
16 C 3.80 2.23 -0.10  0.023
17 C 3.88 3.05 -1.21  0.002
18 C 2.67 2.79 -1.85  -0.017
19 N 1.97 1.82 -1.28  0.029
20 C -2.42 0.52 0.74  -0.075
21 C -3.58 0.82 1.41  0.001
22 N -2.55 -0.14 -0.54  -0.012
23 C -3.53 -1.06 -0.87  0.033
24 C -3.39 -1.31 -2.22  -0.012
25 C -2.31 -0.55 -2.64  -0.005
26 N -1.82 0.15 -1.61  -0.007
27 H -4.71 1.08 4.23  0.003
28 H -5.64 1.87 2.95  0.000
29 H -4.54 2.79 3.99  0.001
30 H -2.11 2.38 4.11  0.000
31 H -0.19 2.05 2.72  0.000
32 H -0.03 -1.07 2.64  0.001
33 H 2.00 -2.30 3.38  0.000
34 H 5.39 -1.95 2.31  0.001
35 H 4.35 -3.27 1.85  0.005
36 H 4.28 -2.61 3.47  0.001
37 H 4.43 -0.23 0.63  -0.001
38 H 4.47 2.14 0.73  0.001
39 H 4.54 3.83 -1.52  0.000
40 H 2.32 3.29 -2.70  -0.002
41 H -4.52 0.46 1.11  0.002
42 H -4.26 -1.32 -0.12  0.003
43 H -3.95 -2.09 -2.82  0.000
44 H -1.85 -0.47 -3.65  0.001
45 O 0.45 4.86 -3.28  0.028
46 S -0.48 4.04 -2.57  0.031
47 O -1.87 4.22 -2.84  0.042
48 O -0.07 3.76 -1.17  0.077
49 S -0.18 2.04 -3.58  0.550
50 C -0.12 -2.83 -0.63  -0.001
51 N 0.21 -2.95 -2.05  0.017
52 C -0.15 -4.14 -2.73  -0.001
53 C 0.91 -2.00 -2.66  0.026
54 O 1.35 -1.03 -2.07  0.024
55 H 0.79 -2.44 -0.15  -0.004
56 H -0.50 -3.83 -0.26  0.000
57 H -1.01 -2.13 -0.52  0.010
58 H 0.36 -5.03 -2.26  0.001
59 H 0.19 -4.06 -3.78  0.000
60 H -1.21 -4.27 -2.78  0.001
61 H 1.09 -2.09 -3.73  0.004

Values from the calculation:
- Charge: +1
- Energy relative to the best compared isomer or geometry (same formula, charge and spin): 10.3 kcal/mol
- HOMO level (spin up / spin down): -10.758 / -10.873 eV
- Gap between HOMO and LUMO (spin up / spin down): 8.1 / 6.0 eV
- Spin multiplicity: 5
- E: -65517.1670 eV
- Lowest unoccupied orbital energy (spin up / spin down): -2.675 / -4.841 eV



Entry 3:
The following is a quantum chemistry calculation of C23H31BF3MnN3O2SSe2 as an isolated structure in a non-equilibrium geometry, from OMol25.

Last column: Mulliken spin population.
Element x y z (Å)
1 Mn 0.19 0.12 -0.30  4.081
2 C -2.29 -3.93 -0.68  0.012
3 Se -0.74 -2.82 -1.14  0.043
4 C 0.46 -3.54 0.24  0.011
5 C 0.06 -3.15 1.65  -0.005
6 Se 0.55 -1.28 2.06  0.032
7 C -0.78 -1.02 3.47  0.003
8 H -2.04 -4.98 -0.84  0.002
9 H -3.08 -3.64 -1.36  0.001
10 H -2.61 -3.76 0.34  0.000
11 H 1.44 -3.14 -0.03  -0.010
12 H 0.47 -4.62 0.12  0.001
13 H 0.58 -3.78 2.37  -0.001
14 H -1.02 -3.24 1.80  0.001
15 H -0.64 -1.79 4.22  0.001
16 H -1.78 -1.04 3.05  0.000
17 H -0.58 -0.04 3.91  0.001
18 N -3.63 1.88 1.02  0.026
19 C -4.39 1.03 1.82  -0.008
20 C -5.40 1.54 2.63  0.018
21 C -6.15 0.69 3.42  -0.004
22 C -5.89 -0.68 3.43  0.022
23 C -4.88 -1.19 2.63  -0.003
24 C -4.15 -0.34 1.81  0.009
25 S -2.96 -0.97 0.67  0.021
26 N -1.90 0.33 0.47  0.151
27 C -2.36 1.58 0.53  0.175
28 C -1.52 2.64 0.13  0.202
29 C -1.90 4.01 0.09  0.087
30 C -1.03 4.95 -0.38  0.024
31 C 0.25 4.56 -0.81  0.173
32 C 0.57 3.22 -0.73  -0.040
33 N -0.25 2.28 -0.27  0.199
34 H -3.86 2.85 1.09  -0.012
35 H -5.60 2.60 2.63  0.001
36 H -6.94 1.09 4.04  0.000
37 H -6.47 -1.34 4.06  0.002
38 H -4.68 -2.25 2.61  0.001
39 H -2.89 4.32 0.39  0.036
40 H -1.33 5.99 -0.44  0.001
41 H 0.96 5.27 -1.20  0.013
42 H 1.54 2.88 -1.07  -0.001
43 F 0.89 1.18 -2.89  0.006
44 C 0.34 0.11 -2.28  -0.106
45 F -1.01 0.17 -2.60  0.009
46 F 0.83 -0.96 -2.96  -0.007
47 C 5.71 0.33 -0.10  0.001
48 C 4.37 1.07 -0.12  -0.013
49 C 4.55 2.41 -0.82  -0.001
50 O 3.44 0.30 -0.92  0.016
51 B 2.25 0.18 -0.28  -0.289
52 O 2.32 0.74 0.99  0.101
53 C 3.66 1.17 1.28  0.017
54 C 3.59 2.58 1.87  -0.007
55 C 4.22 0.20 2.33  0.003
56 H 6.11 0.33 -1.11  0.000
57 H 5.59 -0.70 0.22  0.000
58 H 6.41 0.84 0.55  0.000
59 H 4.95 2.24 -1.82  0.000
60 H 5.25 3.04 -0.27  -0.001
61 H 3.60 2.93 -0.92  0.003
62 H 2.99 3.23 1.24  0.005
63 H 4.59 3.00 1.98  0.000
64 H 3.13 2.52 2.85  0.000
65 H 4.21 -0.82 1.95  0.001
66 H 3.57 0.24 3.20  -0.001
67 H 5.23 0.48 2.62  0.000

Values from the calculation:
- Charge: 0
- Energy relative to the best compared isomer or geometry (same formula, charge and spin): 13.1 kcal/mol
- HOMO level (spin up / spin down): -5.169 / -7.185 eV
- Gap between HOMO and LUMO (spin up / spin down): 5.4 / 7.4 eV
- Spin multiplicity: 6
- E: -214597.3833 eV
- Lowest unoccupied orbital energy (spin up / spin down): 0.265 / 0.184 eV